Record 1
C40H64N3O15 | ωB97M-V/def2-TZVPD

Structure (XYZ):
```
122
Properties=species:S:1:pos:R:3:forces:R:3
C -1.428443 0.359639 0.056650 0.1 -0.9 0.2
C -1.103487 -0.245860 -1.356512 -0.3 0.5 0.1
C -0.419049 0.822875 -2.316622 -2.8 0.3 -0.2
C -1.622017 1.653591 -2.938923 0.2 -0.9 -0.3
N 0.477992 1.759155 -1.528126 0.7 -2.9 -1.6
N -0.077424 2.893926 -1.222200 0.8 1.7 1.2
C 0.641394 3.742840 -0.488031 1.6 -1.3 0.3
C 1.990139 3.376177 -0.063956 0.7 -0.2 0.0
C 2.811322 4.370471 0.832552 -0.3 -0.9 0.3
O 3.923623 4.879519 0.115678 -0.4 -0.7 0.7
C 5.109277 4.072776 0.269137 1.1 0.2 -0.8
C 2.599585 2.123017 -0.453719 -3.4 0.9 -1.1
C 1.715362 1.262841 -1.263630 1.8 1.3 2.0
C 2.245309 -0.128101 -1.725709 0.3 1.4 -0.3
C 2.922546 0.026871 -3.169018 -0.1 -0.7 0.1
N 2.143761 -0.616156 -4.247743 -0.5 0.7 0.3
H -0.494847 0.407924 0.679177 -0.8 0.1 -0.6
H -2.151100 -0.326601 0.572328 0.7 0.5 -0.5
H -1.919920 1.359350 0.024440 0.5 -0.6 -0.2
H -2.086342 -0.520570 -1.820192 1.0 0.2 0.3
H -0.529514 -1.197482 -1.278058 -0.3 0.8 0.1
H 0.099774 0.369264 -3.186163 0.1 0.4 1.0
H -2.321171 2.035167 -2.161589 0.7 0.0 -0.6
H -1.267410 2.453454 -3.634796 -0.4 -0.5 0.7
H -2.208046 0.897493 -3.529511 0.6 0.8 0.4
H 0.209481 4.721475 -0.176797 0.2 -1.0 -0.5
H 3.134852 3.769981 1.729943 -0.1 0.6 -0.7
H 2.191285 5.206068 1.238078 0.3 -0.5 -0.7
H 5.466524 3.797948 -0.757368 -0.3 0.2 0.8
H 4.963712 3.133081 0.846133 0.0 0.9 -0.2
H 5.910436 4.692910 0.744569 -0.8 -0.7 -0.2
H 3.625198 1.812992 -0.187367 -0.9 0.3 -0.1
H 3.071549 -0.383549 -1.012848 -1.0 0.1 -0.4
H 1.458784 -0.910744 -1.744468 0.7 0.5 0.1
H 3.081754 1.099202 -3.428243 0.1 -0.8 0.3
H 3.912966 -0.495457 -3.114425 -0.7 0.7 0.0
H 1.671415 0.091773 -4.817567 0.3 -0.4 0.1
H 1.396493 -1.207831 -3.873276 0.5 -0.1 -0.3
O -1.253410 7.973986 -2.280969 0.2 -0.4 0.3
C -0.071854 7.830393 -2.394155 -0.6 0.5 -0.2
O 0.703921 7.205696 -1.463161 -0.1 -0.1 -0.1
C 2.086747 7.299656 -1.850974 0.4 -0.1 0.0
C 2.065807 7.540433 -3.347454 0.2 0.1 -0.3
C 0.783422 8.335743 -3.531306 0.4 -0.4 -0.1
H 2.545946 8.126125 -1.303062 0.0 0.0 0.0
H 2.603195 6.375025 -1.591710 -0.1 0.1 0.2
H 2.956367 8.050699 -3.712993 0.0 0.0 0.1
H 1.984210 6.586471 -3.875375 0.0 0.0 0.0
H 0.946374 9.407391 -3.403182 -0.1 0.0 0.0
H 0.315507 8.131743 -4.491781 -0.2 0.3 0.1
O 6.863893 3.450100 2.871871 -0.5 -0.2 -0.2
C 6.075423 3.166970 3.729510 0.6 0.4 0.0
O 4.741864 3.006779 3.504915 0.3 0.0 -0.2
C 4.065471 2.780522 4.757559 -0.5 -0.2 0.3
C 5.136266 2.266945 5.698122 0.1 -0.1 0.3
C 6.381832 2.981713 5.195934 -0.3 -0.5 0.2
H 3.633751 3.726452 5.095580 0.1 0.0 0.0
H 3.263114 2.058629 4.615302 0.0 0.2 -0.2
H 4.912933 2.456845 6.747201 -0.1 0.0 -0.1
H 5.256000 1.188302 5.569692 -0.1 0.1 0.0
H 6.503605 3.962656 5.659379 0.1 0.0 -0.1
H 7.277012 2.379264 5.333771 0.1 0.3 -0.1
O -3.866248 -1.803263 -0.310805 -0.3 -0.2 0.1
C -4.808609 -1.674883 -1.048564 0.3 -0.2 0.0
O -5.866192 -2.512657 -1.061605 0.5 0.3 0.1
C -6.762144 -2.148507 -2.128205 -0.5 0.0 -0.2
C -6.454351 -0.694279 -2.422232 -0.1 0.3 -0.2
C -4.970470 -0.609408 -2.109238 -0.5 0.2 0.0
H -6.565373 -2.798008 -2.984013 0.0 0.0 0.1
H -7.791074 -2.293448 -1.807473 0.2 -0.2 0.1
H -6.708110 -0.397676 -3.439527 0.0 -0.1 0.0
H -7.010884 -0.051102 -1.736044 0.0 0.0 0.0
H -4.355295 -0.871938 -2.973483 0.1 0.0 0.1
H -4.693308 0.371211 -1.724778 0.3 -0.1 0.0
O -7.729170 -4.892473 -1.236104 0.0 -0.2 -0.4
C -7.032005 -5.857352 -1.101634 -0.3 0.3 0.4
O -7.023884 -6.907490 -1.962845 0.0 0.3 0.0
C -6.163333 -7.939202 -1.455841 0.2 -0.3 0.0
C -5.216386 -7.235642 -0.504052 0.3 -0.1 0.2
C -6.083178 -6.114361 0.044268 0.5 -0.2 -0.2
H -6.778640 -8.689012 -0.952053 0.0 0.0 0.0
H -5.636662 -8.414110 -2.282824 -0.2 0.1 -0.1
H -4.809765 -7.893746 0.263558 -0.1 0.0 -0.1
H -4.377512 -6.811291 -1.061870 0.0 0.0 0.0
H -6.657960 -6.431976 0.916382 0.0 0.1 0.0
H -5.498358 -5.225777 0.273859 -0.3 0.1 0.1
O 1.276200 1.042653 4.958852 -0.2 -0.1 0.3
C 0.103753 0.932770 4.715773 0.3 -0.1 -0.1
O -0.796174 0.419843 5.583715 0.4 0.3 -0.2
C -2.083042 0.326415 4.943430 -0.5 -0.2 0.0
C -2.034185 1.326260 3.806503 -0.2 0.2 -0.3
C -0.568600 1.291556 3.411627 -0.5 0.3 0.2
H -2.222629 -0.699074 4.591985 0.1 0.0 0.1
H -2.866079 0.561446 5.662332 0.2 -0.1 0.1
H -2.716426 1.085281 2.991348 0.0 -0.1 0.1
H -2.291082 2.322330 4.175941 0.0 -0.1 0.0
H -0.363592 0.509476 2.680405 0.1 0.0 0.1
H -0.226971 2.259219 3.047137 0.3 -0.2 -0.1
O -1.834562 -3.388951 5.643034 0.1 -0.3 0.0
C -0.659068 -3.562892 5.800505 -0.4 0.4 0.1
O -0.129422 -4.680163 6.359990 -0.2 0.2 -0.2
C 1.291027 -4.521882 6.500156 0.3 -0.1 0.1
C 1.674899 -3.459069 5.489414 0.3 0.2 -0.2
C 0.435655 -2.581105 5.460250 0.5 -0.3 -0.2
H 1.507326 -4.216707 7.527106 0.0 0.0 0.0
H 1.785271 -5.472560 6.304019 -0.2 -0.1 0.1
H 2.587755 -2.924433 5.751601 0.0 -0.1 0.1
H 1.823967 -3.916806 4.507822 0.0 0.0 0.1
H 0.466935 -1.804908 6.226657 -0.1 0.1 -0.1
H 0.275380 -2.142800 4.476838 -0.2 0.2 0.2
O 0.123966 -2.767485 -4.919771 0.1 -0.1 0.5
C 0.857682 -3.711302 -5.038292 0.0 0.3 -0.4
O 1.562919 -4.244209 -4.011121 -0.3 0.3 -0.1
C 2.422901 -5.285280 -4.506022 0.3 -0.4 0.0
C 1.798402 -5.727429 -5.813564 0.0 -0.3 -0.3
C 1.169110 -4.440686 -6.321814 0.0 -0.5 0.1
H 3.425571 -4.872480 -4.642174 -0.1 0.0 0.0
H 2.471377 -6.095206 -3.779436 -0.1 0.2 0.1
H 2.514798 -6.170479 -6.504403 0.0 0.0 0.1
H 1.016939 -6.466334 -5.620358 0.1 0.0 0.0
H 1.872927 -3.844921 -6.906362 -0.1 0.1 0.0
H 0.262820 -4.631658 -6.892540 0.0 0.3 -0.1
```
Positions in Å, forces in eV/Å.

Values from the calculation:
HOMO energy (eV): -11.513
M (g mol⁻¹): 826.96
Net charge: +1
E_LUMO (eV): -3.706
Energy above the lowest of the compared OMol25 structures with the same formula, charge and spin (kJ/mol): 149.97
Maximum force (eV/A): 3.7

Mulliken population analysis, charges in e, atoms 1 to 8: number 1, C, carries -0.881; number 2, C, carries 0.087; number 3, C, carries 0.130; number 4, C, carries -1.396; number 5, N, carries 1.185; number 6, N, carries -0.995; number 7, C, carries -0.857; number 8, C, carries 0.672

***

Record 2
C4H5BrN | ωB97M-V/def2-TZVPD

Structure (XYZ):
```
11
Properties=species:S:1:pos:R:3:forces:R:3
C -1.214107 0.056819 1.900721 -0.1 0.2 -0.1
C -1.013582 0.664595 0.737716 -0.2 -0.4 0.8
C -0.121921 -0.935996 1.492751 0.1 0.3 -0.6
C 0.888752 -0.483684 -0.780029 0.7 0.0 -1.1
N 0.062664 -0.327323 0.354470 -0.1 -0.6 0.9
Br 0.683029 -2.398298 2.201946 -0.2 0.3 -0.2
H -1.835613 0.163206 2.764403 -0.1 0.0 0.1
H -1.361612 1.495386 0.157017 -0.1 0.2 -0.2
H 1.498717 0.413601 -0.923846 0.0 -0.1 0.1
H 0.271791 -0.608339 -1.675270 0.0 -0.1 0.1
H 1.536186 -1.351448 -0.656816 -0.1 0.1 0.0
```
Positions in Å, forces in eV/Å.

Values from the calculation:
HOMO energy (spin up / spin down) (eV): -14.491 / -14.491
M (g mol⁻¹): 147.00
Net charge: +1
E_LUMO (spin up / spin down) (eV): -6.061 / -6.061
Energy above the lowest of the compared OMol25 structures with the same formula, charge and spin (kJ/mol): 0.00
Maximum force (eV/A): 1.2

natural (NBO) population analysis, charges in e, atoms 1 to 8: number 1, C, carries -0.251; number 2, C, carries 0.078; number 3, C, carries 0.294; number 4, C, carries -0.439; number 5, N, carries -0.319; number 6, Br, carries 0.350; number 7, H, carries 0.277; number 8, H, carries 0.264

***

Record 3
C15H25IrN3OS4Sb | ωB97M-V/def2-TZVPD

Structure (XYZ):
```
50
Properties=species:S:1:pos:R:3:forces:R:3
Ir -0.651406 -0.751610 0.557640 -0.5 -0.3 0.8
S -1.455294 -5.166848 0.356090 0.0 -0.1 -0.1
Sb -1.811691 -3.746395 2.027901 0.1 0.4 0.1
S -2.614272 -1.670373 0.692711 0.2 -0.1 -0.1
S 0.118245 -2.137901 2.142398 -0.2 0.0 -0.1
S -2.778797 -3.943661 4.000531 0.0 0.0 -0.1
C 3.357765 -3.433030 -2.075054 0.1 0.0 -0.1
N 2.616796 -3.096381 -0.831585 0.0 0.0 0.0
C 2.885014 -1.691830 -0.419115 0.0 0.0 0.0
C 1.125003 -3.427572 -0.910084 -0.1 0.0 0.1
C 0.341373 -2.499320 -1.785625 0.0 0.1 -0.1
C 0.343182 -2.747462 -3.161384 0.0 0.1 0.0
C -0.359503 -1.954327 -4.052582 0.1 -0.1 0.0
C -1.116253 -0.901629 -3.566879 0.0 0.0 0.1
C -1.170401 -0.668274 -2.201117 0.0 -0.1 -0.1
C -0.438986 -1.440372 -1.295328 0.2 0.0 -0.2
H 4.415142 -3.229156 -1.923497 0.0 0.0 0.0
H 2.975586 -2.816158 -2.883771 0.0 0.0 0.0
H 3.210034 -4.485353 -2.304562 0.0 0.0 0.0
H 2.971813 -3.701734 -0.090747 0.0 0.0 0.0
H 2.546470 -1.032786 -1.215286 0.0 0.0 0.0
H 3.955136 -1.573189 -0.264192 0.0 0.0 0.0
H 2.340226 -1.482961 0.496939 0.0 0.0 0.0
H 0.766842 -3.407673 0.113291 0.0 0.0 0.0
H 1.069834 -4.452121 -1.271699 0.0 0.0 0.0
H 0.885164 -3.608089 -3.536296 0.0 0.0 0.0
H -0.347250 -2.178889 -5.110120 0.0 0.0 0.0
H -1.701258 -0.290266 -4.241035 0.0 0.0 0.0
H -1.843859 0.101444 -1.837660 0.0 0.0 0.0
C -0.641425 2.288662 -0.458116 0.0 0.0 0.0
N 0.321818 2.784299 0.506191 0.0 0.0 0.1
C 0.739820 4.181962 0.380526 0.0 0.0 0.0
C 1.206400 4.698755 1.723464 0.0 0.0 0.0
C 2.290701 3.788689 2.253534 0.0 0.0 0.0
N 1.849597 2.395988 2.224539 0.1 0.0 0.1
C 2.548618 1.483589 3.122428 0.0 0.0 0.0
C 0.937450 1.936760 1.356631 -0.1 -0.1 -0.1
O 0.671552 0.692269 1.378048 0.3 0.1 -0.3
H -0.164202 1.869661 -1.347231 0.0 0.0 0.0
H -1.281666 3.114759 -0.759754 0.0 0.0 0.0
H -1.298372 1.543700 0.001848 0.0 0.0 0.0
H -0.116391 4.753634 0.026563 0.0 0.0 0.0
H 1.532128 4.270248 -0.370137 0.0 0.0 0.0
H 0.365838 4.719984 2.419299 0.0 0.0 0.0
H 1.587780 5.713861 1.623485 0.0 0.0 0.0
H 2.530686 4.036257 3.287102 0.0 0.0 0.0
H 3.209718 3.891798 1.667847 0.0 0.0 0.0
H 3.591158 1.375452 2.815311 0.0 0.0 0.0
H 2.063489 0.514595 3.120418 0.0 0.0 0.0
H 2.523083 1.890569 4.132525 0.0 0.0 0.0
```
Positions in Å, forces in eV/Å.

Values from the calculation:
HOMO energy (spin up / spin down) (eV): -10.538 / -10.521
M (g mol⁻¹): 705.63
Net charge: +1
E_LUMO (spin up / spin down) (eV): -3.730 / -4.687
2S+1: 2
Energy above the lowest of the compared OMol25 structures with the same formula, charge and spin (kJ/mol): 0.00
Maximum force (eV/A): 1.0

natural (NBO) population analysis, charges in e, atoms 1 to 8: number 1, Ir, carries 0.676; number 2, S, carries -0.716; number 3, Sb, carries 1.325; number 4, S, carries -0.188; number 5, S, carries -0.430; number 6, S, carries -0.603; number 7, C, carries -0.420; number 8, N, carries -0.335